Entry 1:
This record from OMol25 describes a cluster of 5 separate species, C43H41BrClN6O13P in total in a non-equilibrium geometry. The level of theory is ωB97M-V/def2-TZVPD.

highest occupied orbital energy = -8.237 eV
total charge = 0
SMILES string = CCOC(=O)CCCc1c(P(N)O)cc2c(c1Br)C(=O)C(Cl)=C(N=C(C)C)C2=O.O=[N+]([O-])c1ccccc1.O=[N+]([O-])c1ccccc1.O=[N+]([O-])c1ccccc1.O=[N+]([O-])c1ccccc1

XYZ file:
```
106
Properties=species:S:1:pos:R:3:forces:R:3
Cl -2.599 0.310 -2.980 1.319 2.008 0.725
H -5.069 5.178 -8.280 0.214 0.148 0.068
C 5.144 1.576 -0.065 0.605 0.378 0.209
O 2.580 4.763 3.480 0.466 -2.973 -1.224
C -0.434 2.403 -2.660 -0.431 0.031 -1.633
H 5.389 -0.552 -0.680 -1.223 1.184 -0.307
C 5.853 -8.999 0.578 -0.219 0.019 -0.142
C 5.676 -9.147 -0.795 -0.025 0.009 0.015
N -3.387 1.421 -0.144 4.379 -0.045 1.086
H -1.459 5.708 5.124 -0.130 0.046 -0.001
Br 2.847 2.116 -3.476 -0.466 0.692 1.745
C -3.535 6.058 5.553 0.040 -0.017 0.118
N 4.120 2.491 3.275 -1.670 0.778 -1.329
H -2.811 0.098 2.974 0.463 1.060 -1.057
C -1.137 -5.598 2.137 0.086 0.031 0.051
C -1.743 1.649 -2.095 0.111 1.520 2.780
H 3.430 1.746 3.095 0.807 0.045 0.192
C 4.407 -9.040 -1.355 0.079 0.025 0.256
H 2.254 -3.738 0.522 1.601 0.978 -0.372
C -4.328 4.946 -7.524 -0.077 -0.011 -0.075
H 6.845 -9.081 1.009 -0.144 0.021 -0.009
C -2.457 5.806 4.711 -0.291 0.015 -0.141
C -1.478 3.228 0.047 -0.135 1.274 0.245
O -5.734 6.533 7.092 -0.087 -0.059 -0.575
N 2.328 -8.417 1.694 -0.465 0.101 0.352
O -2.816 -3.842 -0.464 0.476 -0.112 0.399
H 3.777 -2.687 1.008 -0.924 -0.802 -0.942
H -2.317 -8.628 3.103 0.016 0.117 -0.065
C 3.305 -8.794 -0.542 -0.092 -0.002 -0.073
H 4.825 1.508 1.042 0.259 0.093 -1.999
C -3.107 -6.206 0.861 -0.087 -0.006 -0.092
C -1.230 -6.792 2.842 -0.197 0.023 -0.125
H -1.711 4.068 -4.804 -0.103 0.061 -0.181
C -2.474 0.895 2.232 0.075 0.639 -0.859
H -2.991 -1.250 -0.725 0.856 0.655 1.670
H 6.533 -9.347 -1.431 -0.103 0.030 0.076
C -4.416 3.743 -6.830 0.219 0.154 0.079
H -3.365 6.157 6.619 -0.241 0.012 -0.126
C 3.161 -2.499 -1.179 0.288 -1.883 -0.525
C -3.472 3.429 -5.856 -0.015 0.016 -0.018
C 1.041 3.602 1.080 0.810 -1.206 -3.613
C 2.595 3.538 0.882 -4.210 -1.661 -2.418
H -1.321 1.005 2.288 -1.669 -0.467 -0.150
C 3.216 -0.266 -0.350 -1.981 1.181 2.875
C -2.074 -5.314 1.146 -0.076 -0.700 0.444
H -3.541 2.487 -5.321 0.033 0.110 -0.035
N -3.176 7.083 -7.980 0.024 0.507 -0.305
H 4.908 -8.637 2.466 -0.229 0.000 -0.131
O -1.027 -3.323 0.640 -0.217 -0.755 -0.193
H -5.219 3.048 -7.052 0.074 0.120 -0.004
C 3.109 3.103 -0.510 -1.089 0.400 -0.259
H 5.281 3.870 -0.305 -1.037 -1.243 -0.311
H -3.986 -8.104 1.352 0.078 0.123 -0.007
H 4.983 2.907 -1.841 -0.711 0.283 1.394
C -2.218 2.062 -0.803 -0.559 -1.418 -1.827
H -3.843 -5.990 0.096 0.206 0.142 0.068
H 3.972 -4.223 0.022 -1.090 1.424 0.142
O 2.710 0.158 0.722 1.953 -1.389 -3.875
C -2.800 0.545 0.706 -0.624 -0.552 -0.687
H 2.111 4.008 3.923 0.282 1.126 -0.123
H -2.888 1.942 2.452 0.372 -1.724 -0.215
H 4.276 -9.153 -2.426 -0.035 0.021 0.137
N -5.956 6.413 5.895 -0.471 0.111 0.375
H 2.570 -3.170 -1.908 0.762 1.344 1.076
H -1.286 -0.750 -0.255 -1.528 -0.217 0.702
C 3.488 -8.655 0.832 0.691 -0.150 -0.492
C 0.645 2.788 -1.522 1.994 0.599 2.564
H -1.816 5.475 2.686 -0.166 0.040 0.039
O 1.226 -8.372 1.168 0.517 -0.012 0.228
H 0.540 3.881 2.078 1.011 -0.377 -1.845
H 4.201 -2.373 -1.659 -1.507 0.071 0.826
H 4.612 0.456 -2.000 -0.141 -0.182 1.532
C 3.276 -3.316 0.198 0.314 -0.239 -0.459
O -7.066 6.476 5.388 0.540 -0.025 0.226
C -2.441 4.317 -5.566 -0.192 0.104 -0.132
H -0.503 -7.025 3.613 -0.040 0.050 -0.143
N -1.966 -4.067 0.385 0.061 0.150 -0.286
C -4.814 6.173 5.010 0.660 -0.157 -0.499
C -2.355 -0.906 0.167 0.268 1.206 0.129
H 6.297 1.562 -0.043 -1.709 -0.107 -0.231
O -4.032 7.325 -8.819 0.405 -0.123 0.407
O 2.528 -8.281 2.893 -0.097 -0.043 -0.567
C 2.175 2.722 -1.717 -2.360 1.211 3.303
H -4.086 5.704 1.733 0.015 -0.026 0.144
C 0.128 3.230 -0.102 1.693 -0.237 -0.458
C 4.758 -8.750 1.398 0.033 -0.001 0.095
H -6.011 6.145 3.206 0.070 0.011 0.256
H -1.533 6.203 -6.022 -0.188 0.024 -0.182
C -3.936 5.803 2.802 0.029 0.028 0.209
C -2.343 5.521 -6.256 0.034 0.024 0.011
O -0.298 2.672 -3.873 -0.090 -1.050 4.191
O -2.231 7.816 -7.724 -0.448 -0.348 -0.108
C -3.190 -7.400 1.570 0.219 0.147 0.084
C 4.698 2.989 -0.740 -0.784 -1.259 0.497
O 2.443 -1.240 -1.070 2.511 0.748 0.984
H 2.321 -8.716 -0.991 0.062 0.010 0.258
C -2.252 -7.692 2.555 -0.004 0.059 -0.020
C -5.020 6.052 3.637 -0.046 -0.002 -0.052
P 3.664 3.962 2.381 1.021 1.095 0.655
H -0.334 -4.907 2.367 -0.179 0.013 -0.177
H 5.080 2.202 3.055 -0.713 0.205 0.130
C 4.625 0.295 -0.872 0.230 -0.925 0.302
C -2.658 5.677 3.340 0.084 0.025 0.078
O -2.116 4.060 0.728 2.265 -3.040 -2.099
H -2.262 -1.686 0.987 -0.315 1.393 -1.063
C -3.287 5.826 -7.235 -0.049 -0.724 0.410
```
Forces are in eV/Å.

Löwdin atomic charge list, values in e, 5 entries: Cl 0.633; H 0.117; C -0.185; O -0.353; C -0.283


Entry 2:
This record from OMol25 describes an isolated molecule of CH4N4 in a non-equilibrium geometry. The level of theory is ωB97M-V/def2-TZVPD.

highest occupied orbital energy = -7.727 eV
total charge = 0

XYZ file:
```
9
Properties=species:S:1:pos:R:3:forces:R:3
N -1.216 0.804 -0.351 -3.316 2.362 1.463
N -0.827 -1.603 0.862 -0.675 -0.067 1.294
H 1.272 -1.045 0.058 0.651 -0.635 0.006
C 0.254 -0.833 -0.163 1.599 2.771 -0.861
N -1.771 -0.991 0.997 -0.928 0.197 0.290
H -0.225 -1.272 -0.976 -0.144 -0.787 -1.644
H -1.553 1.632 0.255 0.850 -1.354 -1.308
N 0.003 0.531 -0.109 3.326 -2.967 0.913
H 0.708 0.969 0.517 -1.362 0.479 -0.154
```
Forces are in eV/Å.

Löwdin atomic charge list, values in e, 5 entries: N -0.009; N -0.052; H 0.090; C -0.184; N 0.055